1.
{"formula": "C14H28LuN4OP2Se", "method": "ωB97M-V/def2-TZVPD", "lumo_energy_ev": [-6.02, -8.69], "e_tot_ha": -5163.659871, "charge": 2, "multiplicity": 2, "elements": ["Lu", "P", "P", "N", "N", "H", "H", "H", "C", "H", "C", "H", "H", "C", "C", "C", "C", "H", "H", "H", "H", "H", "H", "H", "C", "C", "C", "O", "H", "H", "H", "H", "H", "H", "H", "C", "N", "C", "C", "N", "C", "C", "Se", "H", "H", "H", "H", "H", "H", "H", "H"], "coordinates": [[-0.248988, -0.504692, -0.033103], [0.384762, 0.753128, 2.433867], [-1.608104, -2.901494, -0.550068], [1.262929, 1.017445, -0.631641], [0.258401, -0.933830, -2.142454], [2.456910, 1.598223, -2.298610], [0.831522, 0.201048, -3.856034], [0.737562, 2.033342, -2.444357], [1.431837, 1.258378, -2.071991], [2.179747, -0.553894, -2.977416], [1.199034, -0.046698, -2.844290], [2.176354, 2.854810, -0.190042], [0.123945, -2.134826, -3.851340], [1.686541, 1.965759, 0.235256], [-0.185755, -2.020132, -2.797283], [1.593304, 1.803778, 1.611527], [-0.983339, -3.017102, -2.233226], [2.122567, 2.540866, 2.223212], [-1.203105, -3.882526, -2.862059], [-1.247435, -4.218314, -0.123261], [-2.993028, -3.120119, -0.824092], [1.309890, 0.055249, 3.274407], [-0.074234, 1.708692, 3.386845], [2.088675, -2.279003, -1.256898], [2.522066, -2.305862, -0.247569], [2.224674, -3.644726, 0.381658], [3.980893, -1.935247, -0.296372], [1.770222, -1.295300, 0.544478], [2.827760, -4.415584, -0.114499], [2.497840, -3.634466, 1.442479], [1.163842, -3.914108, 0.304150], [4.141591, -1.024850, -0.883741], [4.391606, -1.807737, 0.711968], [4.525136, -2.745954, -0.789514], [2.057699, -0.355156, 0.273676], [-1.873321, 4.045786, -0.130105], [-2.496621, 3.133783, 0.810033], [-2.944080, 3.456830, 2.082329], [-3.414182, 2.316714, 2.647636], [-3.251272, 1.298905, 1.716390], [-3.557583, -0.102727, 1.923223], [-2.674019, 1.798469, 0.573921], [-2.365980, 0.905444, -1.024804], [-0.782032, 3.891238, -0.166028], [-2.096773, 5.067920, 0.200979], [-2.289871, 3.873700, -1.132329], [-2.879826, 4.463780, 2.454520], [-3.845019, 2.129466, 3.612935], [-4.358017, -0.173653, 2.672893], [-3.902491, -0.542934, 0.975719], [-2.672232, -0.661819, 2.279025]], "atomic_forces_ev_per_a": [[-0.037, 1.027, 1.172], [1.574, 0.601, 0.662], [-0.500, -1.254, -0.103], [-0.519, 0.036, -0.800], [-0.164, -1.219, -1.445], [-0.336, 0.006, 0.080], [0.065, -0.319, 0.303], [0.150, -0.241, 0.181], [-0.067, 0.274, 0.194], [-0.615, -0.079, 0.156], [0.275, 0.285, -0.331], [0.146, -0.386, 0.300], [-0.134, -0.036, 0.487], [0.173, -0.327, 1.296], [0.568, 0.693, -0.467], [-0.022, 1.372, -1.280], [0.367, 0.237, -0.682], [-0.323, -0.270, -0.152], [-0.050, 0.245, 0.229], [-0.255, 0.467, 0.000], [0.432, 0.130, 0.271], [-0.766, -0.094, -0.054], [-0.267, -0.536, -0.235], [0.250, -0.038, 0.121], [-0.423, 0.215, 0.077], [0.261, -0.151, 0.217], [0.158, -0.092, 0.020], [0.389, 0.360, -0.244], [-0.270, 0.109, 0.097], [-0.023, -0.015, -0.167], [0.190, 0.027, -0.030], [0.006, -0.052, 0.177], [-0.086, -0.005, -0.199], [0.017, 0.142, 0.054], [0.218, -1.224, 0.052], [0.157, 0.466, -0.392], [-0.119, -1.336, 0.124], [0.084, -0.476, -0.367], [0.270, -0.104, -0.552], [0.657, 0.636, -0.837], [-0.362, -0.407, 0.079], [-0.683, 1.117, 1.878], [-0.162, -0.102, -0.348], [-0.435, 0.036, 0.116], [0.134, -0.311, -0.222], [0.115, 0.154, 0.361], [-0.060, -0.006, 0.047], [-0.047, 0.030, 0.073], [0.328, -0.085, -0.259], [0.044, 0.215, 0.374], [-0.306, 0.289, -0.029]]}

---

2.
{"formula": "C12H30BN2O2SV", "method": "ωB97M-V/def2-TZVPD", "lumo_energy_ev": -5.37, "e_above_lowest_kj_mol": 37.87, "e_tot_ha": -2101.944445, "charge": 0, "elements": ["C", "C", "C", "C", "C", "B", "S", "C", "C", "N", "C", "C", "C", "C", "C", "N", "H", "H", "H", "H", "H", "H", "H", "H", "H", "H", "H", "H", "H", "H", "H", "H", "H", "H", "H", "H", "H", "H", "H", "H", "H", "H", "H", "H", "H", "H", "O", "V", "O"], "coordinates": [[0.316049, 0.489981, -2.515087], [-0.859956, 1.482925, -2.600689], [-2.141485, 0.931733, -1.978180], [-2.432529, 1.407473, -0.561558], [-1.269955, 1.381592, 0.406242], [-1.180522, -0.049763, 1.384650], [-2.668582, 0.017601, 2.534636], [-1.139513, -1.384227, 0.486352], [-1.583120, -2.679814, 1.210573], [-0.675520, -3.788106, 0.863147], [0.141134, 0.294088, 2.350215], [1.043313, -0.914265, 2.542642], [2.050377, -1.148725, 1.401505], [3.461382, -0.696345, 1.735735], [3.613621, 0.829848, 1.792312], [3.333520, 1.527220, 0.548073], [-0.028322, -0.525986, -2.657666], [1.069822, 0.721220, -3.257477], [0.816463, 0.513234, -1.550146], [-1.016355, 1.708637, -3.643156], [-0.540315, 2.378020, -2.074195], [-2.135976, -0.150447, -2.065020], [-2.974276, 1.265653, -2.592950], [-2.729980, 2.455054, -0.636912], [-3.300122, 0.872151, -0.195031], [-0.308023, 1.510111, -0.066760], [-1.375514, 2.191410, 1.117301], [-3.545226, -0.842686, 1.991299], [-1.821938, -1.273550, -0.355695], [-0.171847, -1.546471, 0.033198], [-2.604081, -2.921140, 0.935873], [-1.498531, -2.551550, 2.281197], [-0.509443, -4.376540, 1.667788], [-1.033111, -4.342341, 0.097529], [-0.195972, 0.643269, 3.321041], [0.690809, 1.123392, 1.926640], [0.487749, -1.817927, 2.760203], [1.628487, -0.713989, 3.442541], [2.014266, -2.189531, 1.102050], [1.694374, -0.586005, 0.544114], [4.120509, -1.046975, 0.941362], [3.802455, -1.164024, 2.654843], [4.631261, 1.060336, 2.087198], [2.943884, 1.212193, 2.554514], [2.344361, 1.672085, 0.405745], [3.729286, 1.057118, -0.255261], [-0.417240, 3.334566, -7.927443], [-1.375526, 2.653866, -6.690218], [-2.400142, 1.975632, -5.497073]], "atomic_forces_ev_per_a": [[-0.181, 0.310, 0.142], [0.764, -0.788, 0.522], [-0.077, 0.448, -0.346], [0.240, -0.558, -0.517], [-0.344, 1.132, -0.034], [-0.421, -1.561, 0.486], [0.285, 0.112, -0.057], [-0.914, 0.405, -0.049], [1.144, -0.389, -0.400], [-0.242, 0.292, 0.146], [-0.158, 0.450, 0.166], [0.590, 0.052, -0.185], [-0.571, 0.097, 0.272], [-0.040, 0.131, -0.628], [-0.085, -0.528, -0.056], [-0.014, 0.265, 0.095], [-0.023, -0.298, -0.210], [0.192, -0.025, -0.212], [0.048, -0.022, 0.227], [-0.289, 0.224, -0.238], [-0.135, 0.477, -0.119], [-0.038, -0.243, 0.121], [-0.213, -0.022, -0.144], [-0.033, 0.302, 0.076], [-0.165, -0.019, 0.273], [0.327, -0.315, -0.142], [0.072, 0.049, 0.354], [0.066, -0.007, -0.120], [-0.036, 0.057, -0.237], [0.373, 0.020, 0.004], [-0.351, 0.040, 0.193], [-0.264, 0.089, 0.319], [-0.033, -0.180, -0.166], [0.077, -0.096, 0.064], [-0.232, 0.137, 0.169], [0.302, 0.166, -0.167], [-0.225, -0.162, -0.009], [0.009, 0.014, 0.298], [0.174, -0.249, -0.048], [0.061, 0.074, -0.362], [0.207, -0.142, -0.063], [0.078, 0.002, 0.264], [0.194, 0.115, 0.197], [-0.025, 0.297, 0.229], [0.018, -0.113, -0.152], [-0.083, -0.022, -0.020], [-1.503, -0.957, 1.675], [0.398, 0.120, -0.116], [1.078, 0.816, -1.490]]}

---

The calculation returns the following max |F| values, one per record and in order: 2.3; 2.4 eV/A.